Record 1
{"formula": "C24H114FO38P2S", "method": "wB97M-V/def2-TZVPD", "molar_mass_g_mol": 1124.151, "largest_force_ha_per_bohr": 0.1490, "e_tot_ha": -5022.447215, "gap_ev": 5.9, "total_charge": -1, "elements": ["C", "C", "C", "C", "C", "C", "C", "C", "C", "C", "C", "C", "P", "C", "C", "C", "C", "C", "C", "C", "C", "C", "C", "C", "F", "P", "S", "C", "O", "O", "H", "H", "H", "H", "H", "H", "H", "H", "H", "H", "H", "H", "H", "H", "H", "H", "H", "H", "H", "H", "H", "H", "H", "H", "H", "H", "H", "H", "H", "H", "H", "H", "H", "H", "H", "H", "H", "H", "H", "H", "H", "H", "O", "H", "H", "O", "H", "H", "O", "H", "H", "O", "H", "H", "O", "H", "H", "O", "H", "H", "O", "H", "H", "O", "H", "H", "O", "H", "H", "O", "H", "H", "O", "H", "H", "O", "H", "H", "O", "H", "H", "O", "H", "H", "O", "H", "H", "O", "H", "H", "O", "H", "H", "O", "H", "H", "O", "H", "H", "O", "H", "H", "O", "H", "H", "O", "H", "H", "O", "H", "H", "O", "H", "H", "O", "H", "H", "O", "H", "H", "O", "H", "H", "O", "H", "H", "O", "H", "H", "O", "H", "H", "O", "H", "H", "O", "H", "H", "O", "H", "H", "O", "H", "H", "O", "H", "H", "O", "H", "H"], "xyz": [[8.05903, 1.59404, -0.84083], [6.52920, 1.74155, -1.34426], [5.91404, 0.30063, -1.82594], [5.90277, -0.63855, -0.52648], [4.72300, -1.72563, -0.49686], [3.26600, -1.08061, -0.80997], [2.19739, -1.91726, 0.08107], [0.76295, -1.80461, -0.69077], [-0.29576, -2.74657, 0.06673], [-0.93090, -2.11140, 1.40092], [-1.70225, -0.72293, 1.17331], [-3.22883, -0.71808, 1.69239], [-4.45750, -0.02336, 0.38045], [-6.29169, -0.21338, 0.79951], [-7.27029, 0.85855, 0.10335], [-8.17746, 0.26685, -1.06485], [-8.02962, -1.11914, -1.73086], [-8.95778, -1.57441, -2.90770], [-10.05975, -0.64691, -3.46757], [-10.26049, 0.74667, -2.79944], [-9.33014, 1.18274, -1.62872], [-3.83164, 0.95235, -1.12186], [-4.89372, 1.01700, -2.34398], [-4.12325, 0.63764, -3.73075], [-5.48581, 2.32207, -2.52560], [-4.47075, 1.85797, 1.61940], [-2.64585, 2.58859, 1.88682], [-4.33365, -1.71028, -0.49409], [-4.81833, -2.82293, -0.04728], [-3.62634, -1.80320, -1.70591], [8.40084, 0.49766, -0.84062], [8.69782, 2.23228, -1.55303], [8.14927, 2.06070, 0.21239], [5.88535, 2.06158, -0.45748], [6.45481, 2.48753, -2.20680], [6.53848, -0.12501, -2.68476], [4.87866, 0.53891, -2.24509], [5.82846, 0.00641, 0.42428], [6.90862, -1.19816, -0.44702], [4.64964, -2.16630, 0.56792], [4.87446, -2.56166, -1.26311], [3.03627, -1.18719, -1.93091], [3.27841, 0.01349, -0.46582], [2.48807, -3.01409, 0.21464], [2.07487, -1.35683, 1.06795], [0.85315, -2.19796, -1.78191], [0.49485, -0.69432, -0.66592], [0.28705, -3.69628, 0.37985], [-1.11901, -3.07284, -0.67541], [-1.58393, -2.92808, 1.87677], [-0.04781, -1.94868, 2.13047], [-1.62484, -0.42191, 0.07140], [-1.15176, 0.05623, 1.82244], [-3.35413, -0.15138, 2.69348], [-3.51672, -1.81249, 1.94200], [-6.38409, -0.03451, 1.94069], [-6.73444, -1.24647, 0.61229], [-7.97089, 1.30408, 0.90589], [-6.66350, 1.72865, -0.31860], [-7.22390, -1.85426, -1.36916], [-8.75999, -2.60016, -3.35690], [-10.68424, -1.00985, -4.34558], [-11.06877, 1.47157, -3.18917], [-9.50196, 2.21121, -1.17081], [-3.70590, 2.05439, -0.77681], [-2.77991, 0.63263, -1.46174], [-5.66388, 0.17689, -2.20086], [-4.66892, -0.21436, -4.28997], [-3.06202, 0.25628, -3.55375], [-4.09575, 1.59979, -4.34121], [-4.90680, 1.47755, 2.95291], [-5.34045, 2.86531, 1.08516], [4.14837, 0.51400, 1.87537], [4.33694, 1.34296, 2.33302], [3.87538, -0.08764, 2.58381], [5.96732, 3.41309, 1.81651], [6.43113, 3.74470, 1.03784], [5.09362, 3.81672, 1.75594], [0.83100, -5.61596, 1.00775], [0.79504, -6.26374, 1.72232], [1.20676, -6.10687, 0.26457], [2.56391, -4.79762, -1.69138], [3.04619, -4.47620, -2.46086], [1.70162, -4.36012, -1.75754], [2.74960, 2.72418, -1.22627], [2.70599, 2.07584, -0.50830], [3.11615, 2.22414, -1.96913], [0.61420, -4.01076, -3.23248], [-0.11907, -4.55790, -3.54442], [0.53384, -3.19509, -3.74592], [5.91899, -0.51076, 3.74830], [6.44002, -1.18692, 3.29884], [6.39370, 0.30884, 3.56499], [-12.79865, 1.84831, -4.32251], [-13.51885, 1.28784, -4.63975], [-12.88777, 2.65856, -4.83962], [-6.27458, 0.33832, 4.49704], [-6.29634, 0.89277, 5.28682], [-6.91785, -0.35842, 4.68249], [2.77394, -1.37084, 4.37718], [2.52384, -2.29888, 4.46628], [3.48948, -1.25858, 5.01799], [-8.94963, -0.97705, 2.19016], [-9.40560, -0.88661, 1.34283], [-8.25170, -1.61970, 2.01162], [11.18950, 1.84154, -0.19719], [11.02491, 2.45445, -0.92567], [10.42338, 1.95351, 0.37940], [6.02717, 2.23681, -4.52417], [6.55190, 1.55920, -4.97600], [6.49835, 3.05799, -4.70929], [8.63675, -0.44770, 4.43941], [8.82345, 0.38314, 4.89632], [8.36603, -1.04588, 5.14556], [2.85159, 0.97291, 5.91463], [2.13680, 0.39542, 5.61334], [2.73947, 1.77621, 5.39013], [8.36054, 2.66856, 4.43573], [8.82600, 2.99687, 3.65703], [7.48562, 3.07278, 4.37193], [-1.92004, -5.99738, -2.11742], [-2.50286, -5.26162, -1.88021], [-1.07821, -5.77149, -1.70179], [4.15502, 4.12253, 4.88196], [4.02577, 4.73410, 5.61727], [4.73029, 3.43759, 5.24622], [5.39632, 5.12582, -0.14955], [4.68145, 4.54594, -0.45048], [5.28072, 5.92871, -0.67195], [0.90697, 1.01670, 1.34910], [0.31978, 1.74759, 1.58491], [1.74693, 1.24533, 1.77074], [-5.08029, 4.17821, 4.28655], [-5.11922, 3.53028, 5.00138], [-4.70258, 3.68398, 3.54273], [10.75061, 1.71278, -3.07286], [10.73818, 1.07225, -2.34677], [11.12907, 1.22054, -3.81145], [-4.44054, -5.54258, 0.76273], [-5.17094, -6.08764, 0.44850], [-4.52037, -4.72235, 0.24667], [-2.23294, 3.23702, -3.70413], [-2.37816, 3.86239, -4.42444], [-2.99951, 3.36093, -3.12877], [2.90486, 0.91230, -4.13419], [3.38997, 1.23256, -4.90523], [2.04780, 1.35503, -4.19599], [0.02551, 1.98216, -1.39858], [0.85440, 2.47520, -1.48590], [-0.56497, 2.59394, -0.94089], [9.49319, -0.47746, 7.27678], [10.01573, -1.15345, 6.82731], [9.96640, 0.34362, 7.09302], [-13.51983, -1.09796, -3.19448], [-12.69696, -0.59684, -3.28177], [-14.11711, -0.48907, -2.74318], [6.14554, -3.49719, 3.45527], [5.89553, -4.42487, 3.54476], [6.85936, -3.38529, 4.09526], [-6.31697, 6.36965, 6.36649], [-6.07054, 5.84185, 5.59400], [-6.03306, 7.26290, 6.13854], [-2.49833, 5.47624, 5.19035], [-2.67000, 6.01073, 5.97488], [-3.35978, 5.08627, 4.97912], [-3.37316, -2.09881, 5.11162], [-2.88528, -1.77065, 4.34451], [-4.23272, -1.66434, 5.04393], [0.48308, -1.41761, -5.15769], [0.96594, -1.09908, -5.92762], [-0.37316, -0.97582, -5.21978], [-0.93483, -1.27811, -7.31253], [-1.39816, -1.18549, -8.15462], [-0.24767, -1.93136, -7.49304], [-3.01076, -8.43631, -3.68902], [-2.79499, -7.61879, -3.21743], [-3.30791, -9.03433, -2.99357], [8.19113, 0.61100, -5.54546], [8.56477, 0.38894, -6.40728], [8.81098, 1.25655, -5.17952]]}

Record 2
{"formula": "C24H12ClF9N3O6S4Sn", "method": "wB97M-V/def2-TZVPD", "molar_mass_g_mol": 891.789, "largest_force_ha_per_bohr": 0.0038, "e_tot_ha": -4703.783904, "gap_ev": 7.7, "de_lowest_kj_mol": 0.0, "total_charge": -1, "elements": ["Sn", "S", "C", "C", "C", "C", "C", "C", "N", "C", "C", "C", "C", "C", "C", "C", "C", "N", "C", "C", "C", "C", "C", "S", "C", "H", "H", "H", "H", "H", "H", "H", "H", "H", "H", "H", "H", "F", "C", "F", "F", "C", "O", "O", "Cl", "F", "C", "F", "F", "S", "O", "O", "N", "S", "O", "O", "C", "F", "F", "F"], "xyz": [[0.14714, -1.47692, -1.37362], [-2.09302, 5.40243, 0.34482], [-2.30327, 6.27349, -1.11108], [-2.20624, 5.46397, -2.19941], [-1.95309, 4.11170, -1.84968], [-1.86311, 3.91917, -0.50080], [-1.58617, 2.66443, 0.20493], [-0.95661, 1.61288, -0.49527], [-0.66680, 0.45975, 0.05567], [-0.98469, 0.24577, 1.34456], [-1.59710, 1.22275, 2.13459], [-1.88590, 0.93366, 3.51154], [-1.55906, -0.25771, 4.05252], [-0.92523, -1.27752, 3.26364], [-0.54955, -2.52350, 3.78536], [0.07382, -3.45388, 2.98572], [0.27517, -3.11499, 1.62984], [-0.09924, -1.96555, 1.11212], [-0.66531, -1.03693, 1.91121], [0.52085, -4.75918, 3.48664], [0.67002, -5.92139, 2.78594], [1.10973, -6.99754, 3.60406], [1.28944, -6.63377, 4.90200], [0.94678, -4.97663, 5.14467], [-1.89993, 2.45097, 1.52667], [-2.48015, 7.33636, -1.08403], [-2.30102, 5.81476, -3.21629], [-1.83700, 3.31545, -2.57146], [-0.66772, 1.72638, -1.53130], [-2.36503, 1.69920, 4.10966], [-1.76763, -0.46926, 5.09408], [-0.75760, -2.74787, 4.82579], [0.75072, -3.81874, 0.95690], [0.43348, -6.01802, 1.73389], [1.27271, -8.00000, 3.23636], [1.61451, -7.24559, 5.72782], [-2.39288, 3.22278, 2.10797], [-2.80563, -3.42961, 0.14671], [-2.50423, -4.47098, -0.66268], [-3.12051, -5.54829, -0.15775], [-3.03981, -4.22700, -1.86311], [-0.96041, -4.64833, -0.72694], [-0.49375, -5.65948, -0.22619], [-0.34140, -3.68757, -1.27508], [-2.09845, -1.10718, -2.21867], [1.30632, 4.02281, -1.88991], [2.23679, 3.12671, -1.53325], [3.40914, 3.74681, -1.43103], [1.90365, 2.66254, -0.31870], [2.30819, 1.72909, -2.74015], [0.95970, 1.20745, -2.69013], [3.37121, 0.89822, -2.26254], [2.51568, 2.42052, -4.12193], [3.90852, 2.85743, -4.74780], [4.12094, 2.22460, -6.01383], [4.99979, 2.97879, -3.82797], [3.46973, 4.59396, -5.18499], [3.14920, 5.30115, -4.09711], [4.52282, 5.18200, -5.76864], [2.44153, 4.64547, -6.03435]]}

Record 3
{"formula": "C24H14F3N3O8Pt", "method": "wB97M-V/def2-TZVPD", "molar_mass_g_mol": 724.461, "largest_force_ha_per_bohr": 0.0118, "e_tot_ha": -2108.284580, "gap_ev": [6.8, 7.1], "spin_multiplicity": 3, "total_charge": -2, "elements": ["Pt", "O", "C", "O", "C", "C", "C", "N", "C", "C", "C", "O", "O", "H", "H", "H", "O", "C", "N", "C", "C", "O", "N", "C", "C", "C", "C", "C", "C", "C", "C", "C", "C", "C", "C", "H", "H", "H", "H", "H", "H", "H", "H", "H", "H", "H", "F", "C", "F", "F", "C", "O", "O"], "xyz": [[2.60757, 0.65946, 0.20256], [0.79202, 2.50579, -6.39581], [1.57698, 1.57861, -6.09120], [2.26503, 0.84139, -6.82561], [1.78286, 1.37189, -4.57957], [1.07946, 2.14243, -3.65826], [1.26951, 1.93873, -2.30791], [2.12253, 1.01759, -1.85198], [2.80503, 0.25527, -2.71705], [2.65785, 0.41265, -4.08505], [3.70836, -0.80113, -2.10704], [4.37833, -1.50530, -2.84704], [3.64642, -0.90541, -0.82022], [0.38859, 2.88752, -4.02889], [0.73361, 2.50126, -1.55422], [3.22129, -0.21659, -4.75719], [1.98361, -1.13549, 2.90317], [0.99272, -0.95584, 2.22803], [-0.26858, -1.42872, 2.54231], [-1.25196, -1.08052, 1.55516], [-0.35486, -0.26094, 0.57365], [-0.79288, 0.28166, -0.42380], [0.91036, -0.24074, 1.04334], [-1.87116, -2.30170, 0.86019], [-2.40292, -2.20671, -0.42393], [-3.00468, -3.30678, -1.01976], [-3.09651, -4.51530, -0.34204], [-2.56733, -4.61705, 0.93656], [-1.95739, -3.51829, 1.52828], [-2.38563, -0.20623, 2.11166], [-3.17625, 0.56599, 1.26371], [-4.23103, 1.31255, 1.77042], [-4.52118, 1.29539, 3.12908], [-3.73392, 0.53257, 3.97949], [-2.67314, -0.20791, 3.47202], [-0.39862, -2.01878, 3.34095], [-2.30768, -1.27530, -0.96638], [-3.38981, -3.21860, -2.02845], [-3.56167, -5.37344, -0.81182], [-2.61543, -5.55658, 1.47383], [-1.53276, -3.62804, 2.51814], [-2.93974, 0.59936, 0.20788], [-4.82425, 1.91864, 1.09598], [-5.34350, 1.88117, 3.52213], [-3.93474, 0.52040, 5.04411], [-2.05262, -0.77296, 4.15506], [4.67435, 4.43395, 2.67693], [4.97503, 3.91538, 1.48415], [6.25348, 3.51547, 1.53939], [4.91005, 4.91829, 0.59060], [4.03862, 2.76033, 1.07506], [4.38647, 2.13448, 0.04562], [3.03013, 2.55615, 1.77375]]}